No. 1
The following is a quantum chemistry calculation of a structure of composition C15H28HfN4O5SSe4 in a non-equilibrium geometry, from the Open Molecules 2025 dataset.

XYZ file:
```
58
Properties=species:S:1:pos:R:3:mulliken_charge:R:1
Hf 0.0971 -0.0945 0.9850 0.528
C 2.7517 1.3153 -0.3583 -0.819
C 3.0067 1.4593 1.1064 -0.850
N 2.2479 0.4549 1.8930 -0.297
C 3.0218 -0.7716 2.0790 -1.767
C 2.8781 -1.6258 0.8305 1.383
C 3.8872 -2.4462 0.3640 -1.022
C 3.6524 -3.1907 -0.7915 -0.544
C 2.4689 -3.0315 -1.4755 -1.295
C 1.5230 -2.1376 -0.9851 1.497
C 0.1736 -1.9543 -1.6455 -1.990
N -0.5135 -0.6776 -1.4099 0.181
C -0.2734 0.3649 -2.3940 -0.304
C 1.1041 0.9594 -2.1220 -0.945
N 1.3219 1.2175 -0.6745 -0.306
N 1.7484 -1.4615 0.1537 1.249
H 3.2116 0.3954 -0.7729 0.322
H 3.2007 2.1733 -0.8716 0.592
H 2.6626 2.4521 1.4757 0.251
H 4.0784 1.3837 1.3461 0.417
H 1.9890 0.8240 2.7924 0.471
H 2.6215 -1.3132 2.9358 0.421
H 4.0709 -0.5330 2.2781 0.509
H 4.8376 -2.5225 0.9066 0.497
H 4.4091 -3.8749 -1.1680 0.418
H 2.2625 -3.5923 -2.3491 0.596
H -0.4425 -2.7468 -1.1909 0.528
H 0.2374 -2.1821 -2.6974 0.564
H -1.4979 -0.8527 -1.3695 0.323
H -1.0734 1.1110 -2.3077 -0.221
H -0.3202 -0.0468 -3.4068 0.349
H 1.2697 1.8919 -2.6863 0.628
H 1.8923 0.2805 -2.4596 0.381
H 0.8537 2.0778 -0.3993 0.497
Se -0.8246 2.7366 1.1340 -0.232
Se 0.4153 3.4296 3.0082 -0.309
Se -0.9130 2.3344 4.5827 -0.192
Se -0.2391 0.2130 3.8379 -0.201
O -1.4116 -1.4025 0.7342 -0.635
S -0.9662 -2.6147 1.6718 1.095
O -2.1194 -2.8728 2.4726 -0.647
O 0.3145 -1.9676 2.3053 -0.469
O -0.5655 -3.6758 0.7911 -0.693
C -3.9519 0.6109 1.7763 -0.892
C -4.2692 0.3966 0.2996 -0.357
O -3.2593 0.9795 -0.5203 -0.279
C -3.6796 1.4627 -1.7705 -0.368
C -3.2373 2.8999 -1.9612 -1.116
H -4.6886 0.0924 2.3940 0.384
H -4.0039 1.6689 2.0060 0.270
H -2.9633 0.2342 2.0267 0.012
H -5.2270 0.8719 0.0470 0.540
H -4.3508 -0.6694 0.0351 0.244
H -4.7757 1.4060 -1.8532 0.487
H -3.3193 0.7862 -2.5742 0.278
H -3.8042 3.5711 -1.3220 0.316
H -3.3481 3.1896 -2.9971 0.383
H -2.1708 3.0143 -1.7349 0.141
```

Results
HOMO-LUMO gap   6.48 eV
E_tot   -11235.749627 Eh
2S+1   1
HOMO   -6.94 eV
Net charge   0

No. 2
The following is a quantum chemistry calculation of a cluster of 10 separate species, C42H58FN9O4S in total in a non-equilibrium geometry, from the Open Molecules 2025 dataset.

XYZ file:
```
115
Properties=species:S:1:pos:R:3:mulliken_charge:R:1
C 3.1433 -0.5088 3.5465 -0.318
O 3.3237 0.4527 2.4480 -0.420
C 2.0870 1.1836 2.1316 -0.027
C 1.2220 1.6566 3.4664 0.138
C 0.4165 3.0847 3.2285 -0.469
O -0.3985 3.5140 4.3761 -0.279
S -1.6323 2.3984 4.7519 0.517
O -1.0018 1.4412 5.8051 -0.585
O -1.9939 1.6098 3.2848 -0.230
C -2.7778 0.3812 3.4832 -0.371
C -2.2763 -0.6756 2.2878 -0.345
F -0.9543 -1.2790 2.5982 -0.315
H 3.2862 0.0946 4.5626 0.043
H 4.0362 -1.2981 3.5228 0.256
H 2.1266 -1.0883 3.5399 0.170
H 2.3911 2.1094 1.4609 0.062
H 1.3755 0.5196 1.4450 0.205
H 0.4958 0.7471 3.7043 0.181
H 1.9316 1.8528 4.4060 0.038
H 1.2738 3.9072 3.1094 0.323
H -0.1676 3.1166 2.1880 0.123
H -2.6591 -0.1225 4.5326 0.318
H -3.9448 0.5519 3.3069 0.281
H -2.1008 0.0223 1.3360 0.256
H -3.0989 -1.4632 2.0043 0.328
N 0.9916 4.9745 -0.3345 0.208
C -0.2837 4.6188 -0.6890 -1.016
C -0.2884 4.3394 -2.0374 -0.271
C 1.0318 4.5276 -2.5116 -0.678
C 1.8018 4.9168 -1.4385 -0.837
H 1.2885 5.2376 0.5962 0.300
H -1.0769 4.5964 0.0463 0.694
H -1.1494 4.0320 -2.6166 0.504
H 1.3831 4.3931 -3.5265 0.544
H 2.8539 5.1581 -1.3665 0.530
N -3.3461 5.9695 -1.7484 0.163
C -4.0900 5.5061 -2.8021 -0.305
C -5.3594 6.0274 -2.6889 -0.554
C -5.3802 6.8386 -1.5292 -0.557
C -4.1232 6.7870 -0.9696 -0.319
H -2.3754 5.7442 -1.5732 0.219
H -3.6539 4.8455 -3.5395 0.319
H -6.1813 5.8444 -3.3688 0.381
H -6.2214 7.4004 -1.1442 0.378
H -3.7166 7.2598 -0.0856 0.319
N -3.5431 -4.1071 3.5597 -0.016
C -3.3393 -5.0241 2.5617 -0.516
C -4.5047 -5.7387 2.3959 0.061
C -5.4463 -5.2308 3.3225 -0.775
C -4.8268 -4.2222 4.0261 -0.456
H -2.8543 -3.4479 3.8984 0.219
H -2.3846 -5.0906 2.0574 0.355
H -4.6603 -6.5386 1.6836 0.368
H -6.4666 -5.5643 3.4612 0.381
H -5.1882 -3.5792 4.8174 0.378
N 3.5617 1.5451 -3.0055 0.119
C 4.6586 1.4484 -3.8217 -0.758
C 4.2166 1.1876 -5.0995 -0.571
C 2.8031 1.1308 -5.0534 -0.395
C 2.4255 1.3581 -3.7489 -0.571
H 3.5868 1.7270 -2.0105 0.195
H 5.6570 1.5716 -3.4241 0.389
H 4.8443 1.0539 -5.9709 0.735
H 2.1328 0.9450 -5.8826 0.396
H 1.4482 1.4012 -3.2870 0.448
N 4.9907 -1.7550 -6.9359 0.068
C 5.9845 -2.6625 -7.1954 -0.535
C 5.6776 -3.3043 -8.3744 -0.371
C 4.4588 -2.7605 -8.8456 -0.583
C 4.0586 -1.8040 -7.9396 -0.224
H 4.9517 -1.1440 -6.1304 0.241
H 6.8219 -2.7747 -6.5198 0.352
H 6.2684 -4.0794 -8.8450 0.378
H 3.9303 -3.0364 -9.7490 0.371
H 3.1919 -1.1567 -7.9226 0.315
N 3.1321 2.0194 8.7708 0.015
C 2.3882 1.5560 7.7170 -0.840
C 1.1188 2.0774 7.8303 0.362
C 1.0980 2.8885 8.9900 -0.901
C 2.3550 2.8370 9.5496 -0.340
H 4.1028 1.7942 8.9459 0.187
H 2.8243 0.8954 6.9797 0.272
H 0.2969 1.8944 7.1504 0.581
H 0.2568 3.4504 9.3750 0.382
H 2.7616 3.3098 10.4336 0.380
N -3.4128 -8.5058 -0.3552 0.019
C -3.1609 -8.6144 -1.6981 -0.686
C -4.0274 -9.5491 -2.2195 -0.295
C -4.8342 -10.0164 -1.1546 -0.560
C -4.4352 -9.3533 -0.0157 -0.377
H -2.9218 -7.8953 0.2849 0.203
H -2.3877 -8.0200 -2.1662 0.533
H -4.0742 -9.8599 -3.2551 0.396
H -5.6219 -10.7564 -1.2124 0.397
H -4.7895 -9.4128 1.0047 0.385
N 0.4828 8.2427 0.5156 0.079
C 1.5072 9.0667 0.1282 -0.220
C 1.2003 10.3466 0.5330 -0.682
C -0.0505 10.2915 1.1931 -0.466
C -0.4692 8.9800 1.1704 -0.468
H 0.4370 7.2464 0.3458 0.278
H 2.3638 8.6731 -0.4024 0.368
H 1.8119 11.2248 0.3716 0.370
H -0.5876 11.1193 1.6377 0.391
H -1.3614 8.5097 1.5619 0.346
N -0.4428 -9.7376 -3.5417 0.017
C -0.3433 -9.5908 -4.9008 -0.333
C 0.9894 -9.4493 -5.2172 -0.534
C 1.7198 -9.5192 -4.0069 -0.445
C 0.8108 -9.7005 -2.9887 -0.436
H -1.3060 -9.8559 -3.0274 0.264
H -1.2271 -9.5979 -5.5245 0.353
H 1.3921 -9.3119 -6.2123 0.373
H 2.7934 -9.4459 -3.8907 0.378
H 0.9482 -9.8046 -1.9207 0.355
```

Results
HOMO-LUMO gap   8.06 eV
E_tot   -2926.725960 Eh
2S+1   1
HOMO   -8.08 eV
Net charge   0

No. 3
The following is a quantum chemistry calculation of a cluster of 9 separate species, C41H45F40NO11 in total in a non-equilibrium geometry, from the Open Molecules 2025 dataset.

XYZ file:
```
138
Properties=species:S:1:pos:R:3:mulliken_charge:R:1
F 3.7691 -3.7474 -1.6335 -0.308
C 2.5157 -3.2939 -1.5067 0.229
F 2.5780 -1.9485 -1.2237 -0.162
C 1.5220 -3.5008 -2.6264 1.152
F 0.3732 -2.8388 -2.3263 -0.145
F 1.2000 -4.8395 -2.5355 -0.313
C 1.8742 -3.1827 -4.0487 -1.359
O 2.8212 -4.0637 -4.6282 -0.373
C 3.8132 -3.5243 -5.4346 0.875
F 3.2778 -2.9109 -6.4879 -0.288
F 4.5030 -2.5730 -4.7778 -0.279
C 4.6906 -4.7652 -5.6483 0.267
F 3.9624 -5.7467 -6.2406 -0.235
F 5.7877 -4.5421 -6.3954 -0.280
H 2.0650 -3.7596 -0.6271 -0.050
H 2.1505 -2.1274 -4.1265 0.587
H 0.9794 -3.3056 -4.6639 0.469
H 5.0265 -5.1367 -4.6794 0.207
F 3.2473 4.8825 3.0354 -0.250
C 4.0785 4.0331 2.3701 -0.022
F 4.9516 3.4580 3.2337 -0.304
C 3.4450 3.0278 1.4100 1.027
F 3.0214 3.5509 0.2553 -0.201
F 2.3726 2.3788 1.9634 -0.219
C 4.5410 1.9475 1.0456 -1.252
O 5.7451 2.5923 0.6495 -0.405
C 6.0004 2.6909 -0.7091 0.864
F 5.9809 1.4835 -1.2601 -0.278
F 5.1008 3.4842 -1.3127 -0.217
C 7.3945 3.3205 -0.7625 0.085
F 7.7382 3.6415 -2.0593 -0.284
F 7.5761 4.4161 -0.0186 -0.234
H 4.6625 4.7033 1.7191 0.258
H 4.1483 1.3325 0.2332 0.568
H 4.8180 1.2738 1.8531 0.489
H 8.1002 2.5107 -0.5346 0.264
F -0.2802 3.3962 7.8271 -0.290
C -1.2495 2.6221 7.3076 -0.068
F -2.1967 3.4614 6.8074 -0.228
C -0.8064 1.5890 6.2587 1.064
F -1.9259 0.8790 5.9405 -0.241
F -0.0015 0.6407 6.8580 -0.329
C -0.1288 2.0708 4.9737 -0.688
O -1.0806 2.9347 4.3391 -0.364
C -0.5609 3.6779 3.2636 0.514
F 0.7589 3.8262 3.2977 -0.154
F -0.9236 3.0472 2.1560 0.131
C -1.1976 5.0794 3.4911 0.058
F -0.7379 5.9275 2.5257 -0.283
F -2.5273 5.1188 3.5328 -0.246
H -1.7735 2.0106 8.0529 0.318
H -0.0291 1.1934 4.3313 0.238
H 0.8348 2.5265 5.1916 0.334
H -0.7414 5.4371 4.4191 0.276
F -0.1144 1.1907 -2.9728 -0.144
C 0.4582 2.4274 -2.8564 0.311
F 1.3847 2.4046 -1.8746 -0.074
C 0.9931 2.8411 -4.2321 1.052
F -0.0055 3.1917 -5.0674 -0.266
F 1.5845 1.7300 -4.7729 -0.336
C 2.0713 3.9405 -4.2570 -0.807
O 1.4989 5.2087 -4.0436 -0.466
C 1.9658 5.9221 -2.9588 0.988
F 1.6971 5.2513 -1.8298 -0.147
F 3.2981 6.1082 -3.0829 -0.296
C 1.2109 7.2665 -2.9432 0.110
F 1.4305 7.9676 -1.8119 -0.265
F 1.5044 8.0659 -3.9834 -0.269
H -0.3856 3.0285 -2.5049 -0.219
H 2.4750 3.8235 -5.2631 0.416
H 2.8666 3.6563 -3.5664 0.172
H 0.1529 6.9872 -2.9806 0.222
F -5.1487 -5.2396 -2.4013 -0.307
C -4.5843 -4.0236 -2.1082 0.059
F -5.4757 -3.2980 -1.4053 -0.256
C -3.2078 -4.1594 -1.4026 1.172
F -3.2595 -4.1873 -0.0521 -0.312
F -2.5008 -3.0591 -1.7507 -0.127
C -2.5199 -5.4753 -1.8218 -1.166
O -2.2249 -5.5547 -3.2010 -0.466
C -2.1864 -6.8486 -3.7243 0.854
F -1.5969 -7.6428 -2.8025 -0.293
F -3.4122 -7.2605 -3.9951 -0.262
C -1.2320 -6.7749 -4.9142 0.611
F -0.8898 -8.0350 -5.2747 -0.277
F -1.7877 -6.1514 -5.9974 -0.266
H -4.3878 -3.5982 -3.0998 0.260
H -3.1163 -6.3215 -1.4768 0.462
H -1.6006 -5.5576 -1.2327 0.408
H -0.3826 -6.1183 -4.6977 -0.074
O 0.6790 -4.2253 1.3873 -0.383
C 0.6792 -4.2098 2.5863 0.327
C -0.1627 -5.0335 3.5340 -0.356
C 0.6089 -4.8855 4.8401 -0.698
C 1.2208 -3.4917 4.6648 -0.253
O 1.5895 -3.4974 3.2745 -0.307
H -1.1481 -4.5694 3.6160 0.156
H -0.2804 -6.0444 3.1533 0.380
H -0.0959 -4.7965 5.6708 0.326
H 1.3503 -5.6444 5.0790 0.311
H 0.3974 -2.7708 4.7133 0.137
H 1.9441 -3.2304 5.4302 0.377
O -2.9669 -0.5121 -0.0688 -0.634
C -1.8038 -0.5108 0.2018 -0.504
C -0.9129 -1.6732 0.5901 1.831
C 0.3246 -0.9120 1.0170 -0.267
C 0.1927 0.5620 0.6102 1.656
O -1.1806 0.7097 0.3153 0.102
H -1.2845 -2.2358 1.4393 -0.086
H -0.7693 -2.2737 -0.3030 -0.880
H 0.4904 -1.0547 2.0874 -0.090
H 1.2229 -1.3591 0.5906 0.236
H 0.5330 1.2309 1.3994 -0.979
H 0.8597 0.8545 -0.2061 -0.437
O -2.5095 2.5553 -4.2455 -0.573
C -3.0129 2.8695 -3.2017 0.381
C -3.7193 1.9161 -2.2921 0.698
C -4.4001 2.8844 -1.3034 -0.580
C -3.5430 4.1442 -1.4147 -0.195
O -2.8932 4.1209 -2.6926 -0.372
H -4.4554 1.2489 -2.7327 0.433
H -3.0241 1.2224 -1.8131 -0.759
H -5.3975 2.9288 -1.7451 0.312
H -4.4772 2.4802 -0.2963 0.257
H -4.1600 5.0334 -1.2936 0.361
H -2.7979 4.1233 -0.6163 0.088
C -6.5556 0.7437 4.3847 -1.301
C -5.4852 -0.3590 4.5079 -0.439
C -4.4883 -0.4187 3.3705 0.069
C -3.4089 -1.3949 3.5173 0.156
N -2.5554 -2.1540 3.6235 -0.509
H -7.1462 0.6047 3.4724 0.341
H -6.1618 1.7474 4.2230 0.321
H -7.2245 0.6580 5.2362 0.369
H -5.9421 -1.3339 4.6907 0.408
H -4.9940 -0.1444 5.4624 0.221
H -3.9394 0.5302 3.3898 0.010
H -5.0330 -0.4985 2.4306 0.409
```

Results
SMILES string   FC(F)C(F)(F)COC(F)(F)C(F)F.FC(F)C(F)(F)COC(F)(F)C(F)F.FC(F)C(F)(F)COC(F)(F)C(F)F.FC(F)C(F)(F)COC(F)(F)C(F)F.FC(F)C(F)(F)COC(F)(F)C(F)F.O=C1CCCO1.O=C1CCCO1.O=C1CCCO1.CCCC#N
HOMO-LUMO gap   10.15 eV
E_tot   -6466.370169 Eh
2S+1   1
HOMO   -9.90 eV
Net charge   0

No. 4
The following is a quantum chemistry calculation of an isolated molecule of C11H21N3O3 in a non-equilibrium geometry, from the Open Molecules 2025 dataset.

XYZ file:
```
38
Properties=species:S:1:pos:R:3:mulliken_charge:R:1
N 1.6435 2.3946 1.0776 -0.419
C 0.4767 3.3523 0.8439 -0.996
C -0.9808 2.5693 0.8689 -0.822
C -1.0963 1.5581 -0.2438 -0.380
C -2.1317 0.4443 0.0759 -1.127
C -1.7761 -0.8290 0.9023 0.297
N -2.4596 -0.8257 2.2724 -0.756
C -0.2807 -1.0489 1.1675 0.301
O 0.2651 -1.0944 2.2356 -0.667
N 0.4942 -1.0440 -0.0402 0.220
C 1.9327 -0.8845 0.1248 -0.431
C 2.5522 -1.3383 -1.1476 -0.632
C 1.4026 -1.2375 -2.2043 -1.001
C 0.1592 -1.1548 -1.4024 0.445
C -0.5044 -2.4099 -1.7614 0.055
O -1.4720 -2.3252 -2.5228 -0.605
O 0.0478 -3.5909 -1.2879 -0.531
H 2.4189 2.9970 1.2500 0.241
H 1.3337 1.8844 1.8837 0.174
H 0.3093 4.2195 1.4692 0.449
H 0.7004 3.6999 -0.2073 0.312
H -1.8467 3.2136 0.8007 0.461
H -1.0631 2.0747 1.8272 0.326
H -1.4031 1.9517 -1.1951 0.399
H -0.1422 1.0275 -0.4941 0.184
H -2.4744 0.0172 -0.9044 0.461
H -3.1157 0.9187 0.4860 0.375
H -2.2528 -1.7042 0.3931 0.434
H -2.8366 -1.7227 2.5976 0.276
H -1.6907 -0.6392 2.8703 0.312
H 2.1061 0.2218 0.1990 0.067
H 2.4093 -1.2997 1.0146 0.413
H 3.3636 -0.7997 -1.6610 0.368
H 2.7209 -2.4486 -0.9930 0.207
H 1.4533 -0.4424 -2.8575 0.528
H 1.4415 -2.0023 -3.0138 0.384
H -0.4774 -0.3380 -1.7521 0.218
H 0.7731 -3.3648 -0.6716 0.462
```

Results
SMILES string   NCCCC[C@H](N)C(=O)N1CCC[C@H]1C(=O)O
HOMO-LUMO gap   9.93 eV
E_tot   -821.676964 Eh
2S+1   1
HOMO   -9.32 eV
Net charge   0